{"formula": "C30H56N2O21", "method": "ωB97M-V/def2-TZVPD", "elements": ["C", "C", "C", "O", "C", "O", "O", "H", "H", "H", "H", "H", "H", "C", "O", "C", "O", "O", "C", "H", "H", "H", "H", "H", "H", "C", "O", "C", "O", "O", "C", "H", "H", "H", "H", "H", "H", "C", "O", "C", "O", "O", "C", "H", "H", "H", "H", "H", "H", "C", "O", "C", "O", "O", "C", "H", "H", "H", "H", "H", "H", "C", "O", "C", "O", "O", "C", "H", "H", "H", "H", "H", "H", "C", "O", "C", "O", "O", "C", "H", "H", "H", "H", "H", "H", "C", "C", "C", "C", "N", "H", "H", "H", "H", "H", "H", "H", "C", "C", "C", "C", "N", "H", "H", "H", "H", "H", "H", "H"], "xyz": [[-3.382, -1.175, -1.894], [-4.321, -0.966, -0.693], [-5.698, -0.236, -0.837], [-6.500, -1.035, -0.110], [-6.027, -2.226, -0.101], [-6.641, -3.238, 0.215], [-4.786, -2.254, -0.361], [-2.611, -1.866, -1.727], [-2.871, -0.266, -2.161], [-4.039, -1.381, -2.787], [-3.748, -0.446, 0.034], [-6.086, -0.216, -1.875], [-5.687, 0.778, -0.530], [1.343, -3.187, -3.334], [1.027, -4.573, -3.347], [1.505, -5.352, -2.365], [2.236, -4.962, -1.302], [1.014, -6.640, -2.265], [1.150, -7.347, -1.025], [0.557, -2.512, -3.083], [1.806, -2.963, -4.219], [2.104, -2.904, -2.587], [1.835, -6.945, -0.289], [1.434, -8.296, -1.232], [0.155, -7.343, -0.623], [-0.248, -3.486, -0.127], [-1.010, -2.389, 0.295], [-1.760, -2.457, 1.403], [-1.940, -3.659, 2.067], [-2.466, -1.432, 1.671], [-3.338, -1.540, 2.729], [0.552, -3.548, 0.587], [0.082, -3.227, -1.128], [-0.841, -4.355, -0.113], [-4.399, -1.590, 2.441], [-3.256, -0.612, 3.161], [-3.201, -2.180, 3.538], [-2.491, 4.237, -1.924], [-2.085, 4.255, -0.547], [-2.660, 3.342, 0.342], [-3.796, 2.537, -0.048], [-2.172, 3.345, 1.556], [-2.667, 2.413, 2.561], [-1.981, 5.104, -2.342], [-3.469, 4.392, -1.854], [-2.134, 3.224, -2.278], [-3.672, 2.387, 2.732], [-2.251, 2.730, 3.498], [-2.141, 1.395, 2.549], [0.776, 2.721, 4.047], [2.163, 3.033, 4.283], [3.118, 2.555, 3.508], [2.991, 1.468, 2.660], [4.348, 3.148, 3.539], [5.308, 2.659, 2.596], [0.589, 2.263, 3.142], [0.214, 3.633, 4.189], [0.312, 2.025, 4.765], [5.183, 1.592, 2.357], [6.275, 2.762, 3.066], [5.253, 3.233, 1.640], [0.784, 2.711, -3.932], [-0.098, 1.686, -3.436], [-0.187, 0.453, -4.213], [0.532, 0.172, -5.308], [-1.069, -0.553, -3.739], [-1.588, -1.571, -4.596], [0.449, 3.222, -4.802], [1.819, 2.413, -3.940], [0.757, 3.468, -3.121], [-2.274, -2.204, -3.968], [-0.855, -2.275, -5.071], [-2.162, -1.154, -5.401], [3.441, -5.020, 1.862], [2.820, -4.347, 2.989], [2.377, -3.150, 2.889], [2.654, -2.478, 1.699], [1.812, -2.698, 3.913], [1.389, -1.315, 3.962], [2.782, -5.742, 1.651], [4.393, -5.452, 2.226], [3.674, -4.483, 0.989], [1.397, -0.906, 2.990], [1.963, -0.731, 4.672], [0.388, -1.190, 4.329], [-0.418, 0.618, -0.675], [0.735, 0.615, 0.350], [2.071, 0.282, -0.309], [2.786, 1.326, -1.039], [3.327, 2.115, -1.646], [-0.002, 0.059, -1.559], [-0.736, 1.605, -0.927], [-1.231, 0.141, -0.249], [0.504, -0.005, 1.225], [0.757, 1.624, 0.791], [2.091, -0.569, -1.005], [2.727, 0.064, 0.543], [1.345, 4.069, 0.741], [1.343, 5.364, -0.111], [2.659, 5.584, -0.776], [3.855, 5.731, 0.064], [4.790, 5.939, 0.701], [1.818, 4.087, 1.714], [2.024, 3.458, 0.196], [0.324, 3.758, 0.799], [0.948, 6.204, 0.389], [0.720, 5.259, -0.981], [2.547, 6.515, -1.325], [2.863, 4.873, -1.620]], "orbital_gap_ev": 9.8, "homo_energy_ev": -9.82, "spin_multiplicity": 1, "e_lumo_ev": 0.032, "e_tot_ev": -77984.5752}